Record 1
C3H4NOP | ωB97M-V/def2-TZVPD

## Properties
E_tot in eV: -16000.501
Multiplicity: 1
Frontier orbital gap in eV: 10.28
LUMO in eV: 0.5
Energy relative to the best compared isomer or geometry (same formula, charge and spin) in eV: 0.513

Geometry (Å):
1 C 1.126 0.560 0.258
2 C 0.582 -0.729 -0.138
3 O 1.118 -1.556 -0.726
4 P -1.130 -1.069 0.516
5 C -1.847 0.501 -0.122
6 N -2.380 1.434 -0.526
7 H 1.375 1.196 -0.636
8 H 2.135 0.470 0.829
9 H 0.456 1.071 0.985
10 H -1.434 -1.878 -0.440

Atoms 1-2, force components in eV/Å:
C 2.397 2.360 1.411
C -2.493 2.406 2.459

***

Record 2
C19H19N3O5 | ωB97M-V/def2-TZVPD

## Properties
E_tot in eV: -34715.451
Multiplicity: 1
Frontier orbital gap in eV: 7.91
LUMO in eV: -0.3
Energy relative to the best compared isomer or geometry (same formula, charge and spin) in eV: 5.129

Geometry (Å):
1 C -1.845 -3.342 0.218
2 C -0.509 -2.745 -0.078
3 C 0.218 -3.079 -1.229
4 C 1.414 -2.453 -1.463
5 C 1.929 -1.500 -0.558
6 O 3.036 -0.887 -0.992
7 C 3.600 0.267 -0.403
8 C 2.695 1.483 -0.159
9 O 3.146 2.387 0.517
10 C 1.350 1.467 -0.695
11 C 0.846 0.786 -1.841
12 C -0.500 0.995 -1.881
13 C -1.510 0.503 -2.855
14 N -0.844 1.781 -0.806
15 C -2.193 2.159 -0.470
16 C -2.933 1.045 0.207
17 C -2.580 0.194 1.211
18 C -3.713 -0.628 1.438
19 C -4.662 -0.218 0.557
20 O -4.199 0.794 -0.200
21 C 0.262 2.089 -0.088
22 C 0.227 2.898 1.153
23 C 1.163 -1.320 0.603
24 N 1.564 -0.546 1.755
25 O 2.732 -0.606 2.086
26 O 0.703 0.065 2.344
27 N -0.015 -1.897 0.794
28 H -2.610 -2.858 -0.388
29 H -1.850 -4.405 -0.009
30 H -2.086 -3.186 1.264
31 H -0.167 -3.810 -1.923
32 H 1.994 -2.655 -2.351
33 H 4.389 0.565 -1.101
34 H 4.068 0.031 0.562
35 H 1.422 0.259 -2.574
36 H -1.027 -0.154 -3.573
37 H -2.298 -0.053 -2.348
38 H -1.971 1.328 -3.398
39 H -2.738 2.433 -1.378
40 H -2.151 3.034 0.185
41 H -1.639 0.140 1.718
42 H -3.804 -1.407 2.166
43 H -5.667 -0.544 0.374
44 H -0.155 3.900 0.954
45 H 1.236 2.993 1.543
46 H -0.400 2.423 1.907

Atoms 1-2, force components in eV/Å:
C -0.045 -0.018 -0.077
C 0.162 -0.109 -0.180

***

Record 3
C17H17FeNO4 | ωB97M-V/def2-TZVPD

## Properties
E_tot in eV: -61974.617
Multiplicity: 5
Frontier orbital gap (spin up / spin down) in eV: 9.23 / 9.37
LUMO (spin up / spin down) in eV: 0.1 / -0.1
Energy relative to the best compared isomer or geometry (same formula, charge and spin) in eV: 0.140
<S²>: 6.015

Geometry (Å):
1 Fe -0.155 0.414 -0.113
2 C 1.377 2.285 3.034
3 C 1.001 3.234 1.897
4 C 0.711 4.642 2.425
5 C -0.181 2.742 1.090
6 C -0.230 2.937 -0.296
7 C -1.324 2.512 -1.047
8 C -2.404 1.860 -0.447
9 C -3.553 1.350 -1.272
10 C -2.358 1.678 0.936
11 C -1.275 2.113 1.690
12 H 2.335 2.581 3.463
13 H 1.453 1.251 2.693
14 H 0.640 2.316 3.838
15 H 1.849 3.299 1.210
16 H -0.138 4.621 3.112
17 H 0.472 5.332 1.613
18 H 1.574 5.033 2.964
19 H 0.601 3.413 -0.803
20 H -1.304 2.634 -2.122
21 H -4.452 1.252 -0.666
22 H -3.327 0.370 -1.698
23 H -3.763 2.025 -2.101
24 H -3.166 1.152 1.431
25 H -1.259 1.896 2.748
26 O 0.453 -0.862 -3.925
27 C 0.299 -0.727 -2.729
28 O 0.301 0.396 -2.061
29 C 0.036 -1.945 -1.846
30 C 0.030 -3.278 -2.216
31 C -0.174 -4.224 -1.212
32 C -0.341 -3.833 0.115
33 C -0.322 -2.478 0.391
34 N -0.162 -1.604 -0.583
35 C -0.409 -1.798 1.747
36 O -0.565 -2.461 2.750
37 O -0.275 -0.503 1.678
38 H 0.189 -3.549 -3.249
39 H -0.184 -5.276 -1.465
40 H -0.470 -4.542 0.920

Atoms 1-2, force components in eV/Å:
Fe -0.186 -0.012 0.124
C 0.042 0.004 -0.002

***

Record 4
C6H5ClNO2 | ωB97M-V/def2-TZVPD

## Properties
Net charge: -1
E_tot in eV: -24410.297
Multiplicity: 1
Frontier orbital gap in eV: 6.22
LUMO in eV: 2.1
Energy relative to the best compared isomer or geometry (same formula, charge and spin) in eV: 0.000

Geometry (Å):
1 Cl -2.857 -3.945 0.740
2 C -0.386 -1.446 0.408
3 C -1.305 -0.491 0.022
4 C -0.874 0.781 -0.331
5 C 0.474 1.054 -0.278
6 C 1.392 0.147 0.163
7 C 0.955 -1.105 0.515
8 N 0.957 2.361 -0.699
9 O 0.136 3.204 -0.976
10 O 2.163 2.476 -0.888
11 H -0.761 -2.419 0.720
12 H -2.363 -0.715 0.043
13 H -1.605 1.526 -0.607
14 H 2.435 0.412 0.245
15 H 1.638 -1.840 0.923

Atoms 1-2, force components in eV/Å:
Cl 0.088 0.118 0.005
C -0.122 -0.295 0.567

***

Record 5
C45H49Cl4HfN6O2 | ωB97M-V/def2-TZVPD

## Properties
Net charge: +1
E_tot in eV: -111893.344
Multiplicity: 1
Frontier orbital gap in eV: 6.13
LUMO in eV: -2.9
Energy relative to the best compared isomer or geometry (same formula, charge and spin) in eV: 0.489

Geometry (Å):
1 Hf -0.459 -0.946 0.976
2 N 1.691 -0.275 4.618
3 C 2.742 -1.028 4.145
4 C 2.463 -1.278 2.841
5 N 1.270 -0.669 2.515
6 C 0.826 -0.100 3.618
7 C -0.502 0.484 3.669
8 N -1.304 0.429 2.624
9 C -2.500 0.999 3.006
10 C -2.405 1.389 4.299
11 N -1.126 1.061 4.698
12 H 1.578 0.024 5.571
13 H 3.573 -1.320 4.767
14 H 3.057 -1.820 2.116
15 H -3.332 1.110 2.322
16 H -3.114 1.870 4.955
17 H -0.756 1.202 5.622
18 C 1.307 -3.860 -1.894
19 C 2.072 -3.883 -0.562
20 C 1.187 -4.094 0.670
21 C 2.968 -2.667 -0.373
22 C 4.334 -2.904 -0.257
23 C 5.239 -1.869 -0.078
24 C 4.770 -0.570 -0.019
25 C 3.412 -0.278 -0.126
26 C 3.004 1.194 -0.056
27 C 3.590 1.993 -1.231
28 C 3.432 1.840 1.271
29 C 2.498 -1.340 -0.296
30 N 1.084 -1.044 -0.378
31 C 0.661 -0.343 -1.538
32 C -0.497 0.373 -1.535
33 N -1.334 0.360 -0.395
34 C -2.238 1.485 -0.258
35 C -1.721 2.678 0.332
36 C -2.568 3.747 0.582
37 C -3.900 3.705 0.202
38 C -4.366 2.593 -0.463
39 C -3.576 1.461 -0.713
40 C -4.337 0.395 -1.541
41 C -3.548 -0.753 -2.174
42 C -5.565 -0.145 -0.781
43 C -0.237 2.914 0.620
44 C 0.023 3.712 1.906
45 C 0.405 3.653 -0.566
46 C -0.615 1.080 -2.831
47 C -1.461 1.998 -3.393
48 C -1.202 2.462 -4.715
49 C -0.131 2.028 -5.449
50 C 0.780 1.095 -4.880
51 C 1.947 0.555 -5.491
52 C 2.730 -0.330 -4.797
53 C 2.429 -0.732 -3.463
54 C 1.311 -0.222 -2.858
55 C 0.504 0.671 -3.592
56 H 0.632 -4.720 -1.961
57 H 2.009 -3.923 -2.729
58 H 0.726 -2.948 -2.033
59 H 2.733 -4.749 -0.609
60 H 0.703 -3.161 0.938
61 H 1.788 -4.395 1.534
62 H 0.420 -4.851 0.506
63 H 4.694 -3.928 -0.318
64 H 6.301 -2.077 0.002
65 H 5.475 0.246 0.110
66 H 1.922 1.253 -0.124
67 H 4.685 1.945 -1.226
68 H 3.301 3.046 -1.161
69 H 3.240 1.608 -2.190
70 H 4.514 1.764 1.421
71 H 2.941 1.368 2.129
72 H 3.176 2.903 1.273
73 H -2.174 4.648 1.042
74 H -4.555 4.551 0.383
75 H -5.390 2.594 -0.826
76 H -4.753 0.967 -2.374
77 H -2.864 -1.223 -1.476
78 H -2.955 -0.416 -3.022
79 H -4.247 -1.509 -2.550
80 H -5.286 -0.649 0.144
81 H -6.112 -0.853 -1.413
82 H -6.257 0.656 -0.514
83 H 0.261 1.958 0.732
84 H -0.138 4.782 1.748
85 H 1.067 3.588 2.216
86 H -0.628 3.396 2.729
87 H -0.171 4.557 -0.785
88 H 0.430 3.041 -1.469
89 H 1.429 3.953 -0.324
90 H -2.318 2.393 -2.857
91 H -1.884 3.183 -5.149
92 H 0.030 2.398 -6.458
93 H 2.214 0.846 -6.502
94 H 3.618 -0.734 -5.272
95 H 3.097 -1.416 -2.951
96 Cl -1.578 -2.928 -0.626
97 C -3.205 -2.939 0.096
98 Cl -3.277 -1.622 1.282
99 H -3.334 -3.871 0.617
100 H -3.933 -2.755 -0.680
101 Cl -0.304 -2.843 5.511
102 C -1.540 -3.607 4.489
103 Cl -3.155 -2.968 4.881
104 C -1.339 -3.411 2.977
105 O -1.781 -4.288 2.262
106 O -0.779 -2.298 2.615
107 H -1.542 -4.657 4.722

Atoms 1-2, force components in eV/Å:
Hf -0.624 -1.210 0.135
N 0.339 -0.002 0.379

***

Record 6
C38H68Cl3F13INOPS | ωB97M-V/def2-TZVPD

## Properties
Net charge: +1
E_tot in eV: -145144.099
Multiplicity: 1
Frontier orbital gap in eV: 7.38
LUMO in eV: -4.5

Geometry (Å):
1 C 1.417 -6.298 0.383
2 C 1.664 -4.701 0.823
3 C 2.940 -4.197 -0.072
4 I 2.362 -4.309 -2.165
5 C 3.607 -2.760 0.426
6 C 4.456 -3.234 1.724
7 Cl 6.116 -4.100 1.404
8 C 4.134 -3.150 3.161
9 C 5.173 -3.707 4.337
10 Cl 2.545 -2.429 3.701
11 C 4.891 -2.445 -0.612
12 N 4.436 -1.512 -1.710
13 C 3.296 -0.906 -1.259
14 P 2.572 0.275 -2.559
15 C 3.405 0.023 -4.302
16 O 0.871 -0.102 -2.917
17 C 2.800 -1.368 0.273
18 C 3.144 -0.027 1.127
19 C 4.706 0.440 1.187
20 C 5.533 -0.126 2.527
21 Cl 6.700 1.272 3.012
22 C 1.161 -1.329 0.058
23 C 0.249 -1.511 1.390
24 C -1.312 -0.915 1.252
25 F -1.843 -1.018 2.642
26 F -1.105 0.567 1.039
27 C -2.172 -1.651 0.094
28 F -1.521 -3.005 -0.103
29 F -1.849 -0.935 -1.197
30 C -3.731 -1.972 0.339
31 F -4.149 -2.940 -0.749
32 F -3.788 -2.880 1.555
33 C -4.773 -0.791 0.653
34 F -6.108 -1.474 0.877
35 F -4.531 -0.094 1.974
36 S -5.068 0.540 -0.590
37 F -3.553 1.300 -0.384
38 F -5.672 1.546 0.704
39 F -6.710 -0.033 -0.781
40 F -4.609 -0.361 -1.951
41 F -5.487 1.818 -1.661
42 H 0.620 -6.302 -0.505
43 H 0.981 -6.947 1.254
44 H 2.405 -6.744 -0.096
45 H 0.714 -4.136 0.389
46 H 1.788 -4.593 1.981
47 H 3.788 -5.022 0.087
48 H 4.853 -3.119 5.325
49 H 6.300 -3.370 4.140
50 H 5.069 -4.852 4.551
51 H 5.787 -1.798 -0.156
52 H 5.283 -3.379 -1.215
53 H 5.002 -1.450 -2.577
54 H 2.559 0.073 -5.142
55 H 4.244 0.828 -4.515
56 H 3.822 -1.093 -4.374
57 H 0.871 -0.891 -3.566
58 H 2.743 -0.015 2.241
59 H 2.557 0.867 0.593
60 H 4.681 1.623 1.365
61 H 5.327 0.294 0.207
62 H 6.154 -1.093 2.305
63 H 4.743 -0.227 3.384
64 H 0.906 -0.224 -0.318
65 H 0.781 -2.040 -0.807
66 H 0.723 -0.827 2.246
67 H 0.134 -2.594 1.808
68 C -10.918 -2.020 6.043
69 C -10.847 -1.199 4.764
70 C -10.074 -1.895 3.641
71 C -8.595 -2.172 3.937
72 C -7.755 -0.942 4.289
73 C -7.677 0.078 3.164
74 H -9.925 -2.192 6.467
75 H -11.513 -1.493 6.796
76 H -11.389 -2.990 5.857
77 H -10.412 -0.218 4.980
78 H -11.871 -1.011 4.415
79 H -10.156 -1.288 2.732
80 H -10.565 -2.849 3.411
81 H -8.155 -2.663 3.059
82 H -8.517 -2.897 4.756
83 H -6.736 -1.275 4.527
84 H -8.139 -0.462 5.195
85 H -7.254 -0.370 2.260
86 H -7.037 0.915 3.459
87 H -8.662 0.485 2.920
88 C 5.537 3.491 -1.800
89 C 5.601 4.291 -0.509
90 C 6.343 5.622 -0.658
91 C 7.822 5.509 -1.048
92 C 8.690 4.679 -0.100
93 C 8.766 5.255 1.306
94 H 6.534 3.206 -2.148
95 H 4.964 2.571 -1.645
96 H 5.046 4.067 -2.591
97 H 6.057 3.683 0.279
98 H 4.576 4.502 -0.179
99 H 6.257 6.178 0.282
100 H 5.832 6.230 -1.415
101 H 8.239 6.522 -1.116
102 H 7.901 5.085 -2.057
103 H 9.706 4.631 -0.511
104 H 8.329 3.646 -0.054
105 H 9.167 6.273 1.289
106 H 9.427 4.642 1.928
107 H 7.785 5.277 1.787
108 C -2.176 4.350 -6.351
109 C -3.028 3.092 -6.293
110 C -3.555 2.783 -4.890
111 C -2.480 2.502 -3.832
112 C -1.526 1.350 -4.156
113 C -2.225 0.005 -4.278
114 H -1.274 4.256 -5.740
115 H -1.859 4.543 -7.381
116 H -2.741 5.220 -6.002
117 H -2.459 2.243 -6.686
118 H -3.886 3.222 -6.965
119 H -4.236 1.927 -4.952
120 H -4.165 3.628 -4.546
121 H -2.982 2.289 -2.879
122 H -1.889 3.410 -3.663
123 H -0.779 1.282 -3.355
124 H -0.970 1.560 -5.076
125 H -2.751 -0.246 -3.352
126 H -1.491 -0.784 -4.474
127 H -2.946 -0.003 -5.100

Atoms 1-2, force components in eV/Å:
C -0.478 0.444 -0.852
C -0.707 -0.850 -1.646

***

Record 7
C21H68O13 | ωB97M-V/def2-TZVPD

## Properties
E_tot in eV: -49493.321
Multiplicity: 1
Frontier orbital gap in eV: 9.63
LUMO in eV: 0.3
Energy relative to the best compared isomer or geometry (same formula, charge and spin) in eV: 3.686

Geometry (Å):
1 C 5.126 -1.560 2.474
2 O 4.260 -2.704 2.491
3 H 6.063 -2.046 2.201
4 H 4.845 -0.890 1.660
5 H 5.257 -1.054 3.431
6 H 3.362 -2.408 2.683
7 C 3.350 -3.781 -0.729
8 O 2.410 -3.028 -1.459
9 H 2.966 -4.329 0.134
10 H 3.780 -4.531 -1.392
11 H 4.149 -3.144 -0.346
12 H 1.925 -2.472 -0.832
13 C -1.643 -3.968 0.586
14 O -1.266 -3.169 1.712
15 H -1.588 -3.347 -0.312
16 H -0.977 -4.818 0.438
17 H -2.695 -4.239 0.662
18 H -0.519 -2.632 1.408
19 C -3.582 0.492 2.938
20 O -2.597 -0.384 3.510
21 H -4.357 0.795 3.641
22 H -3.055 1.350 2.521
23 H -4.046 -0.041 2.106
24 H -2.795 -1.297 3.284
25 C -0.411 1.744 4.227
26 O 0.612 1.873 5.249
27 H -1.296 1.413 4.770
28 H -0.634 2.705 3.768
29 H -0.071 1.003 3.505
30 H 0.557 1.117 5.837
31 C 0.869 -1.885 4.021
32 O 1.608 -1.437 2.899
33 H 0.635 -2.946 3.944
34 H 1.511 -1.755 4.895
35 H -0.101 -1.413 4.191
36 H 1.835 -0.517 3.100
37 C -2.386 -2.946 -3.485
38 O -3.794 -2.908 -3.462
39 H -2.038 -3.960 -3.280
40 H -2.006 -2.626 -4.455
41 H -1.923 -2.391 -2.665
42 H -4.107 -2.177 -3.999
43 C 1.005 -2.483 -4.490
44 O 2.162 -3.187 -4.156
45 H 1.128 -1.430 -4.755
46 H 0.559 -3.030 -5.324
47 H 0.286 -2.542 -3.667
48 H 2.202 -3.156 -3.189
49 C 4.183 3.341 -1.818
50 O 4.929 2.856 -2.935
51 H 3.794 4.329 -2.072
52 H 3.394 2.684 -1.459
53 H 4.837 3.521 -0.961
54 H 5.439 3.563 -3.334
55 C -7.139 2.469 -0.697
56 C -5.684 2.328 -0.255
57 C -4.857 1.333 -1.133
58 O -5.011 3.570 -0.288
59 H -7.303 2.848 -1.705
60 H -7.638 3.117 0.026
61 H -7.652 1.516 -0.560
62 H -5.607 1.969 0.772
63 H -3.808 1.468 -0.871
64 H -4.998 1.577 -2.187
65 H -5.196 0.313 -0.952
66 H -5.087 3.920 -1.180
67 C -1.837 0.459 -5.463
68 C -1.617 1.512 -4.406
69 C -1.293 0.864 -3.059
70 O -0.473 2.255 -4.816
71 H -1.002 -0.243 -5.504
72 H -2.013 0.871 -6.455
73 H -2.626 -0.234 -5.163
74 H -2.481 2.170 -4.285
75 H -1.233 1.578 -2.237
76 H -0.319 0.379 -3.153
77 H -1.993 0.078 -2.769
78 H -0.306 2.958 -4.182
79 C -0.965 -0.101 0.527
80 C 0.182 -0.672 -0.297
81 C 1.304 0.339 -0.613
82 O 0.709 -1.845 0.343
83 H -1.331 0.873 0.203
84 H -0.679 -0.007 1.577
85 H -1.818 -0.780 0.560
86 H -0.258 -0.913 -1.266
87 H 1.012 1.317 -0.996
88 H 1.984 -0.091 -1.349
89 H 1.781 0.540 0.350
90 H 1.133 -1.542 1.162
91 C 3.411 3.080 1.878
92 C 3.737 1.940 2.872
93 C 4.157 2.457 4.223
94 O 2.514 1.193 3.098
95 H 2.700 3.790 2.303
96 H 2.928 2.653 0.998
97 H 4.302 3.608 1.539
98 H 4.414 1.290 2.322
99 H 3.509 3.265 4.567
100 H 5.092 3.021 4.176
101 H 4.247 1.645 4.942
102 H 1.956 1.706 3.695

Atoms 1-2, force components in eV/Å:
C 0.161 -1.575 -0.701
O -0.074 0.550 0.422